Entry 1:
The following is a quantum chemistry calculation of a 19-piece molecular cluster, C76H209N19O19 overall at a distorted geometry, from the Open Molecules 2025 dataset.

Properties
* LUMO: 0.34 eV
* E_tot: -5490.1152 Ha
* max |F|: 5.06 eV/Å
* gap between HOMO and LUMO: 0.309 Ha
* HOMO: -8.1 eV
* energy relative to the best compared isomer or geometry (same formula, charge and spin): 1192.4 kJ/mol

Element x y z (Å)
C: 1.6029 -6.2300 -1.3695
C: -0.5048 -0.9794 0.1789
H: 5.7387 -1.4762 5.2556
N: 9.2382 6.5694 6.3189
C: -6.2569 -4.0309 -1.2371
H: 0.7482 -4.5750 -0.2252
C: -4.2994 -0.2132 0.0154
H: -1.8230 -1.8646 -9.9474
N: 7.0663 3.1510 -0.1406
H: 1.4998 -3.9353 -9.3092
H: -7.3078 -3.7471 -6.1951
N: -3.5502 2.3491 7.8384
H: -4.0465 0.4628 -0.8014
N: -6.7533 2.5405 -0.7308
H: -0.7492 5.1022 -6.0345
H: -0.6175 4.6486 3.7161
O: -1.9386 4.9087 2.1733
H: 1.7625 5.3863 3.8021
H: 5.8116 2.6949 -1.5220
H: 4.3442 -3.8678 1.6416
H: 1.5384 -6.6918 -2.3548
H: -2.2579 3.3045 4.7770
H: 1.3547 -2.7619 -11.2588
H: -3.6357 -6.7153 -5.0045
C: -4.1349 -4.7772 -5.6117
C: 4.8652 1.8045 0.3002
H: 6.5215 3.5639 3.9155
C: -7.1948 -4.7024 -5.6825
H: 8.5709 -4.9025 1.0075
C: 2.0861 0.2339 8.2981
C: -7.2840 2.4619 5.9037
H: 2.3619 6.0031 -5.1507
H: -2.8104 -0.3212 3.5479
H: 0.3713 -1.5962 -0.0213
H: -3.4891 -0.3022 -4.6714
H: -2.0737 -3.9948 -5.0842
H: -5.2078 2.5019 -8.1549
H: 0.7242 -5.9858 4.2890
H: 1.7381 1.0247 4.2645
H: 7.5733 0.4624 5.0458
H: -4.2952 0.2240 -8.4271
H: -1.2207 -1.5398 -8.3632
H: -3.7129 1.3969 7.5434
H: 1.2091 4.1817 -4.0977
C: 5.5548 -0.4488 4.9416
H: 1.8345 4.8296 -6.3775
H: 1.8778 0.1681 0.3386
H: 2.7388 -0.1446 9.0848
H: 1.0105 0.1121 8.4260
O: -0.9273 5.5452 -2.6350
H: -6.9254 4.1608 -4.2773
H: 1.3662 7.0528 3.7053
H: -1.4182 2.9778 2.6470
H: -5.3585 4.8053 -1.0015
C: 6.7355 -3.7967 1.2219
O: 6.8830 5.6596 3.4860
H: 3.1407 4.5759 0.3273
H: 4.5187 -5.4638 0.8050
H: -4.9546 3.3102 4.7078
H: 6.2803 -1.3052 7.1630
N: 0.5965 -2.1199 -11.0770
C: -5.8489 1.0404 -4.0401
C: 0.7968 -2.0084 6.2187
C: -2.6285 -4.2580 -5.9848
H: -1.1085 -0.3738 -9.6894
H: -7.3342 1.9425 -5.3410
H: 4.3489 -0.0791 6.5967
O: -1.8152 -2.4691 2.9141
N: 0.2406 6.9200 1.3048
H: -0.1124 3.6624 -2.1964
C: -4.0527 1.0316 -9.1178
O: 1.4015 -5.0034 5.9875
C: 6.5881 0.5885 5.4949
H: 6.3984 0.0624 -1.4412
O: 0.6085 -3.3306 -7.4885
C: -3.6161 3.1227 6.6092
C: 3.1528 0.2475 -4.1183
N: -4.0861 -5.8790 -4.6612
H: -7.1658 1.4819 5.4412
H: -0.9691 4.3900 -0.9233
H: -7.3489 -1.4720 -2.9951
C: 1.1377 0.7434 0.8950
H: -0.6234 0.5843 1.9643
C: 1.3066 -4.2985 -6.7448
C: 2.8075 -1.2554 -4.3067
H: 4.1248 1.1125 -0.1012
H: 1.5167 0.5081 -2.9994
H: -3.5051 -0.3204 0.7541
H: -1.3762 6.1855 3.5385
H: 5.1171 0.0044 -3.2349
H: -0.3820 -3.8364 2.2221
H: 7.4955 7.2716 5.4697
H: -2.0545 -1.5494 -1.7721
C: -4.4391 -0.3821 -5.1999
C: -4.1732 2.4354 -8.4914
H: 8.0766 4.7169 4.9416
C: -2.3187 2.8510 5.7663
C: -5.3245 2.7578 -0.3805
H: -5.6450 4.6709 0.7551
N: 4.2805 -0.1360 5.5906
H: -6.1510 -2.8128 0.9892
H: -4.5721 -5.9366 -7.3394
H: -2.3435 1.7686 5.6408
N: 0.5766 -3.1456 8.2661
H: 0.8157 5.0075 1.5252
H: -5.5108 -6.2764 1.1187
C: 8.0814 5.6130 4.3210
H: 1.0633 2.3223 9.3994
H: -1.3570 4.5566 -4.7093
O: 6.8126 0.6525 6.9409
H: 0.6386 -0.9976 6.5947
H: 1.4255 -6.7554 0.7826
H: 2.2328 3.5241 7.0761
H: -3.4405 4.5153 -8.6873
H: -4.5298 -1.1965 -0.3946
H: 1.2329 6.5134 -6.1230
H: -4.4460 2.6470 8.1974
C: 8.4554 6.9510 5.0649
C: -6.3747 -4.6861 0.1219
N: 2.9343 -5.6921 -1.2763
N: 2.0731 2.3447 9.3950
H: 3.7141 1.6835 8.3068
H: -1.0296 -2.7779 7.1266
O: 4.2304 2.8776 0.9136
H: 1.7409 1.2779 1.6287
H: 5.2034 4.5896 4.2127
N: -8.0232 2.0693 -3.3179
C: 6.0432 4.4640 3.5293
C: 0.4019 5.7968 2.1528
H: -4.4447 3.8508 -10.0288
H: 0.9879 -4.2547 -1.8860
H: -1.3039 -1.6088 0.5704
H: 3.9179 3.7576 -1.0473
H: 10.1829 6.4771 5.9739
H: 0.7446 -5.2308 -6.6883
O: -6.9221 -2.7727 -1.3728
C: -6.2928 0.9396 -10.1696
C: 6.8984 0.8693 -0.9055
C: 8.8060 -3.5226 2.7756
H: 7.9567 -0.9350 6.6785
H: -1.6620 -5.3397 -3.1750
H: -0.2717 -4.0796 -9.0836
C: -0.9784 -1.4218 -9.4194
H: -7.7555 2.4883 -2.4388
H: 7.7787 1.0311 -1.5276
O: 6.1903 -4.8579 1.9765
H: 0.1002 7.7681 1.8350
H: 2.2691 -7.8930 -0.3032
H: -0.4776 -4.4249 5.4465
H: 0.7884 1.4661 0.1575
H: -5.2498 -0.9501 3.5001
C: -5.7400 -3.8014 1.1939
H: -2.4854 -0.2091 6.0993
C: 2.0337 2.0347 4.5484
H: 4.2777 -5.2901 2.5771
H: -4.1994 2.0507 1.5416
H: -4.8397 -5.8430 -0.1835
C: 4.4796 -2.9468 -3.7629
H: -4.6534 -3.8407 1.1184
C: -3.6834 3.6331 -9.2796
C: -0.8871 5.3952 2.9690
C: -5.1478 4.2223 -0.1049
H: 6.5901 -0.5463 2.9742
H: 8.6792 -2.0875 0.5201
H: -0.3485 -6.4923 -2.9416
H: -4.8214 1.7250 5.4673
O: -5.3316 0.4802 0.6576
H: 2.5369 6.4393 2.6528
C: 1.5688 6.1816 3.0823
H: 1.5170 -3.4742 8.0996
H: -0.5203 -5.1951 6.9716
C: 1.4964 5.5675 -5.6499
C: 0.0039 -0.0959 1.3881
H: 0.5354 -1.8615 5.1708
C: -3.1847 -2.3487 3.3196
H: 6.2671 -2.8508 1.4941
N: 0.5256 -0.9476 2.4161
N: 1.9582 1.0359 -3.7387
H: -7.9480 2.5206 6.7661
H: 9.2821 8.7782 4.9827
H: 7.7550 2.7775 0.4969
H: 3.5800 0.6643 -5.0304
H: -5.8570 -4.0543 2.2477
H: 2.5038 -0.4451 7.5547
C: 0.5774 4.9539 -4.5368
H: 4.9041 -1.1345 2.8546
H: 4.8972 -2.3651 -2.9411
C: 0.0351 5.9886 -3.6808
H: 1.3566 1.5545 -4.3627
H: -0.8639 -0.7584 -2.9642
H: -5.0690 -1.2106 -4.8760
H: 2.2583 -1.7441 -3.5019
C: -2.5647 -1.1201 5.5062
C: -1.4494 -3.7186 2.4088
O: -5.0829 0.9030 -5.1509
H: -4.2562 -0.6596 -6.2380
H: 2.5143 2.4608 3.6677
C: 7.1487 -0.6776 7.3633
C: 3.4061 3.6074 -0.0968
H: 2.2265 -6.4563 4.4961
H: 1.2198 -1.5442 -9.1836
C: -1.4213 -0.7003 -2.0293
N: -0.5940 4.3790 -5.3467
H: -0.2284 -1.3367 2.9639
H: -1.8810 -3.7882 1.4103
H: -0.6563 6.7687 0.8659
H: -6.3776 -2.8210 -3.4826
H: 6.5026 3.7833 0.4095
C: 4.1821 0.5346 -3.0538
H: -5.8226 3.4426 -3.1874
H: -6.6904 1.0205 -11.1813
H: 8.1495 -2.7419 3.1597
C: 4.7576 -4.8752 1.6907
H: 3.9803 0.7938 5.3348
N: 8.9806 -3.0452 0.4102
H: -5.3434 3.4452 -4.9074
H: 5.1514 -3.6741 -4.2188
H: -6.7783 -4.6607 -1.9580
C: 9.1739 8.0012 4.2260
C: 0.6107 -3.4726 -8.8809
H: 5.6209 4.2587 2.5457
C: -7.1205 -2.5089 -2.7486
H: -5.2678 -4.3881 -7.4166
H: -8.2259 1.0980 -3.1288
C: -0.2914 4.6363 -1.7407
H: 2.5759 2.9954 -0.4494
H: 1.8515 -2.2811 6.1828
C: -5.0686 1.8877 0.9044
H: 8.9286 5.3903 3.6722
H: -5.9043 2.0151 1.5924
H: 3.7563 -3.5940 -3.2670
C: 5.5854 -0.4737 3.3906
H: 8.8957 5.6921 6.6837
C: -4.9062 2.7934 5.6663
C: -6.1808 3.3673 -4.2141
H: 2.4731 1.9154 10.2171
H: -5.3498 1.2182 -3.0875
H: -6.7356 -4.4888 -4.7173
H: -5.2989 -4.1176 -1.7496
H: 1.0428 2.4662 4.6897
H: -4.9672 0.2462 4.5455
C: 2.0742 2.4533 6.9480
H: -4.6737 2.5350 -1.2260
H: -2.4879 3.1870 1.1626
O: 2.7815 2.0497 5.7691
O: -6.1070 2.9956 6.4791
H: 1.0806 -0.3991 3.0574
H: 1.3672 -3.9611 -5.7101
H: 7.3344 0.4154 -0.0155
C: 0.0024 -3.0985 6.9833
H: 1.0152 2.1962 6.9688
C: -5.0992 -5.2102 -6.7209
H: -2.9483 -1.9581 6.0882
C: -6.9741 1.9987 -4.3137
H: 5.2339 1.3687 1.2288
H: -5.0109 -6.2815 -4.6084
H: 6.2661 1.5884 5.2040
N: -4.7274 -0.7112 4.3308
H: 1.0206 -7.0514 5.6856
H: 2.3288 -4.5876 -6.9888
O: -0.7245 -5.2929 -1.2689
H: -6.6558 1.8608 -9.7138
H: 3.8010 0.0048 -2.1808
N: -5.7680 -6.0005 0.1818
H: 9.9196 -2.9464 0.7690
H: -1.9555 -4.9365 -6.5092
H: 0.7383 -2.2408 8.6848
H: 3.5356 -6.4707 -1.0475
H: 4.3207 1.6125 -2.9706
H: 0.6834 4.9458 -1.3638
O: -6.3325 -5.6459 -6.2572
C: -1.1891 -6.0023 -2.4502
H: -1.4381 3.1974 6.3074
H: -6.6040 1.5732 -0.9801
H: -7.4533 -4.7536 0.2637
H: -1.5261 -1.3140 5.2380
H: 3.0801 -5.0672 -0.4964
H: 8.6634 8.3518 3.3290
C: 0.6603 -5.0414 -1.2064
H: 10.1630 7.7161 3.8673
H: 0.4735 -7.7660 -0.1509
N: -3.7069 2.3577 -7.0902
H: 2.0902 -1.4115 -5.1125
H: -3.5820 4.1664 6.9217
H: 9.7547 -2.9875 2.8166
H: 0.9470 6.4198 -3.2677
H: -1.6425 -4.6337 2.9686
H: -2.7818 3.2806 -9.7806
H: 5.3534 0.5784 3.2249
H: -3.5588 3.2675 -6.6775
C: 8.2812 -3.9082 1.3474
C: 6.0961 2.1404 -0.6278
C: 0.3566 -2.0727 -9.5882
H: -2.6695 -3.3260 -6.5484
H: -7.5941 3.2155 5.1799
C: -3.3226 -1.0773 4.1429
H: 7.5246 -0.7979 8.3793
H: -8.0661 -3.0198 -2.9296
O: -0.8683 -0.0661 -0.8849
C: 2.6276 1.6791 8.2199
C: 0.0926 -4.5239 6.3702
O: -4.8841 0.9302 -10.3292
H: -6.6775 0.1147 -9.5699
H: -0.3027 -2.3182 -11.4921
C: -1.6435 3.5512 1.7478
H: -2.0944 0.0986 -2.3404
C: 1.4164 -7.2215 -0.2027
H: -0.5600 6.7214 -4.2257
H: 6.4805 -3.9565 0.1743
H: 8.9345 -4.2581 3.5697
H: -4.6199 -3.9846 -5.0419
H: -7.1200 2.5975 0.2085
C: 1.3845 -6.1852 5.1330
H: -8.2155 -5.0799 -5.6208
H: -0.7747 3.4765 1.0938
H: -3.4187 -3.2776 3.8397
O: 3.9542 -2.0708 -4.7550
H: -1.9277 -6.7593 -2.1866
H: -3.7584 -2.1897 2.4066
H: -4.2641 1.8686 -6.4044
H: -6.4791 0.1669 -3.8730
H: -4.0841 4.2633 0.1295
H: -3.0021 0.8640 -9.3550

Results of the Mulliken charge analysis, in e, for atoms 1 through 6: 0.486 -1.207 0.450 -0.699 -0.775 0.294


Entry 2:
The following is a quantum chemistry calculation of C35H48CsN6O10P2S2 as an isolated structure at a distorted geometry, from the Open Molecules 2025 dataset.

Properties
* total charge: -1
* LUMO: 1.94 eV
* E_tot: -3943.0000 Ha
* max |F|: 2.74 eV/Å
* gap between HOMO and LUMO: 0.251 Ha
* HOMO: -4.9 eV
* energy relative to the best compared isomer or geometry (same formula, charge and spin): 113.5 kJ/mol

Element x y z (Å)
H: -0.7432 -3.6642 -6.0510
H: -2.3869 -1.6824 -1.6866
C: 2.2543 -0.6011 3.0884
C: 2.4896 5.3414 -2.8239
H: -6.6109 -1.4247 -2.2155
H: 3.0476 -2.8018 5.5305
H: 3.7876 0.9482 2.6562
H: -3.3887 3.8101 -3.8546
H: -4.2921 4.7996 -2.6966
C: 2.6194 3.8048 -0.9437
P: -3.3329 0.4958 -1.3830
H: 0.9653 3.9286 -2.2528
C: -6.9941 0.5808 -0.3629
C: 2.4784 -2.3114 4.7498
O: -4.9195 0.5048 -1.5006
H: -4.7415 -6.1558 -2.5421
O: -3.0110 1.7410 -2.3035
H: -5.1935 -2.1859 -1.4497
H: 0.7718 -3.6311 4.8780
H: -4.2707 0.3874 -6.1801
H: -1.5763 3.2239 -0.5871
C: -4.9141 -5.7422 -1.5535
H: -7.1720 -5.8152 0.9681
H: -3.5005 -0.9366 -5.2994
H: 1.3527 -2.5589 -4.9917
N: 1.0384 -1.0480 2.7434
N: 0.1600 -3.2958 -0.9677
O: -0.0700 -0.1728 -2.4443
C: 1.9443 4.3387 -2.0389
C: -1.5621 0.4697 -6.7155
H: -6.7363 -2.1955 -0.6162
C: -5.7718 -0.2710 -0.6103
H: -0.6128 1.0023 -6.7699
C: -2.0295 3.7474 -1.4270
H: -3.9963 3.0072 -0.9795
C: -3.3247 3.0895 -1.8367
H: 4.0921 3.0513 0.7651
C: -3.9804 -4.8840 -0.9871
N: -1.9865 -2.9400 -0.0972
C: -6.2762 -5.5488 0.4172
C: 1.3097 -4.0250 -0.7329
C: 2.8046 0.5732 2.3663
C: -0.7542 -3.5504 -0.0612
C: 3.7524 5.8332 -2.4964
H: 3.9808 -0.8198 4.3404
H: -4.1743 0.4593 -4.4165
H: -3.0821 -4.6143 -1.5278
O: -1.4588 0.7322 -4.3320
H: 2.1537 -3.8841 -1.3947
H: -6.9738 -7.0377 -2.4170
C: -2.3235 0.8752 -5.4697
H: -7.6551 0.0815 0.3482
H: -0.4470 -2.4309 3.0875
C: 0.9817 -2.8952 -4.0195
H: -2.1500 0.7107 -7.6043
N: -7.0003 -6.9680 -1.4127
O: -1.0601 -1.6496 -4.3801
C: 3.0016 -1.2100 4.0909
H: 5.4343 5.6874 -1.1557
C: -6.0715 -6.0778 -0.8602
C: 1.9286 2.7276 -0.1507
O: 0.7391 2.4560 -0.3890
H: -7.5425 0.7433 -1.2945
H: -7.9405 -6.8751 -1.0643
O: -2.8356 0.6129 -0.0074
O: 4.6345 3.8181 0.3810
H: -3.4852 -1.2320 -3.0468
P: -1.2041 -0.4587 -3.3407
H: 1.9456 5.7344 -3.6738
H: -2.5211 1.9473 -5.4951
C: -3.6449 0.1472 -5.3185
H: -2.2073 4.7880 -1.1456
N: 2.7291 2.1621 0.7838
N: 2.1420 1.1158 1.4240
H: -0.7520 -4.9382 -4.8168
C: 0.5430 -2.1016 3.3883
C: -4.1974 -4.3506 0.2724
H: -1.3578 -0.6018 -6.7050
S: -0.2171 -4.7430 1.1368
C: -0.5266 -2.9618 -4.0287
C: 4.4494 5.3199 -1.4179
O: -3.8823 -1.9857 1.1493
C: 3.9036 4.2951 -0.6370
H: -4.9547 3.2437 -3.2379
Cs: -0.3436 0.0813 0.0810
C: -2.6934 -0.8737 -2.3891
H: -5.5162 -4.2762 1.9636
C: -6.0943 -1.5964 -1.2666
C: -1.0857 -3.9244 -5.0460
H: 1.3883 -3.8872 -3.8116
H: -0.8704 -3.2157 -3.0274
C: 1.2228 -2.7730 4.3975
C: -4.0383 3.7752 -2.9763
C: -5.3485 -4.6928 0.9777
C: 1.2962 -4.8548 0.3272
H: -1.3188 3.7184 -2.2545
H: 4.1988 6.6229 -3.0908
O: -2.5829 -3.7878 2.2132
H: 2.0918 -5.4840 0.6923
H: -6.7146 1.5510 0.0494
H: 1.3277 -2.2065 -3.2492
S: -3.0862 -3.1820 0.9938
H: -2.1773 -3.9087 -5.0367
H: -5.2267 -0.4358 0.3188

Results of the Mulliken charge analysis, in e, for atoms 1 through 6: 0.340 -1.862 0.693 -0.788 0.351 0.401


Q: What is the formula in the second record?
A: C35H48CsN6O10P2S2


Q: Look up the gap between HOMO and LUMO of the second one.
A: 0.251 Ha